ORCA calculation (ωB97M-V with the def2-TZVPD basis set) on a 5-piece molecular cluster, C55H127NO2P3 overall in a non-equilibrium geometry.

Each atom is followed by the atoms it is bonded to, with distances in Å.
Atoms and positions in Å:
1 C 17.16706 15.14994 11.95352  C2 1.548, H5 1.092, H6 1.093, H7 1.096
2 C 18.36253 14.22286 12.28138  C1 1.548, C3 1.505, O4 1.370, H8 1.117
3 C 17.86692 12.87700 12.73633  C2 1.505, H9 1.094, H10 1.094, H11 1.099
4 O 19.31879 14.13520 11.30460  C2 1.370
5 H 16.51090 15.41495 12.78518  C1 1.092
6 H 16.63328 14.81174 11.06175  C1 1.093
7 H 17.61571 16.10628 11.66202  C1 1.096
8 H 18.84876 14.66485 13.18425  C2 1.117
9 H 17.27752 12.98559 13.65199  C3 1.094
10 H 18.68044 12.15432 12.85326  C3 1.094
11 H 17.22409 12.38410 11.99383  C3 1.099
12 C 19.90548 17.55982 10.19763  C13 1.508, H21 1.091, H22 1.091, H23 1.091
13 C 21.05297 16.98354 9.40676  C12 1.508, C14 1.544, N17 1.548, H24 1.091
14 C 22.15959 17.99807 9.04797  C13 1.544, O15 1.391, H25 1.096, H26 1.098
15 O 21.70702 19.18174 8.47403  C14 1.391, C16 1.410
16 C 21.55501 19.05318 7.07799  O15 1.410, H27 1.092, H28 1.095, H29 1.094
17 N 21.63459 15.83566 10.26808  C13 1.548, H18 1.038, H19 1.022, H20 1.017
18 H 20.91729 15.15002 10.57359  N17 1.038
19 H 22.18813 15.26647 9.62462  N17 1.022
20 H 22.16506 16.21176 11.04937  N17 1.017
21 H 19.52527 18.45669 9.70743  C12 1.091
22 H 20.16966 17.81580 11.22471  C12 1.091
23 H 19.05651 16.87642 10.24831  C12 1.091
24 H 20.81030 16.39352 8.52206  C13 1.091
25 H 22.97297 17.54006 8.47418  C14 1.096
26 H 22.65099 18.26307 9.99324  C14 1.098
27 H 21.31244 20.01847 6.62953  C16 1.092
28 H 20.73676 18.41318 6.73264  C16 1.095
29 H 22.47920 18.77493 6.56207  C16 1.094
30 C 23.38490 9.99285 13.83459  C31 1.513, H47 1.093, H48 1.092, H49 1.094
31 C 22.77418 11.33488 14.17560  C30 1.513, C32 1.540, H50 1.096, H51 1.095
32 C 23.12201 12.58524 13.34682  C31 1.540, C33 1.540, H52 1.093, H53 1.092
33 C 22.13319 13.76138 13.45200  C32 1.540, P34 1.818, H54 1.093, H55 1.092
34 P 22.10045 14.69544 15.01138  C33 1.818, C35 1.794, C39 1.829, C43 1.849
35 C 23.77374 14.96037 15.60105  P34 1.794, C36 1.515, H56 1.102, H57 1.089
36 C 23.90400 15.84811 16.82199  C35 1.515, C37 1.555, H58 1.093, H59 1.088
37 C 25.37010 15.83957 17.33966  C36 1.555, C38 1.525, H60 1.092, H61 1.093
38 C 26.35671 16.46609 16.35935  C37 1.525, H62 1.097, H63 1.096, H64 1.086
39 C 21.10457 16.21766 14.81916  P34 1.829, C40 1.523, H65 1.092, H66 1.096
40 C 20.61085 16.91964 16.07772  C39 1.523, C41 1.532, H67 1.090, H68 1.097
41 C 20.15965 18.36420 15.83689  C40 1.532, C42 1.517, H69 1.094, H70 1.094
42 C 19.36437 18.61006 14.56911  C41 1.517, H71 1.090, H72 1.088, H73 1.097
43 C 21.33050 13.61524 16.29877  P34 1.849, C44 1.536, H74 1.098, H75 1.090
44 C 19.94577 13.11440 15.86172  C43 1.536, C45 1.530, H76 1.091, H77 1.094
45 C 19.21850 12.36886 16.98317  C44 1.530, C46 1.545, H78 1.093, H79 1.092
46 C 19.93280 11.10931 17.52145  C45 1.545, H80 1.087, H81 1.089, H82 1.091
47 H 23.26283 9.26032 14.63638  C30 1.093
48 H 24.46078 10.01056 13.64593  C30 1.092
49 H 22.91853 9.44318 13.01132  C30 1.094
50 H 23.14364 11.52934 15.18947  C31 1.096
51 H 21.70080 11.15679 14.29988  C31 1.095
52 H 23.14104 12.36498 12.27656  C32 1.093
53 H 24.16246 12.72793 13.64745  C32 1.092
54 H 21.14333 13.36522 13.21366  C33 1.093
55 H 22.41293 14.43607 12.64006  C33 1.092
56 H 24.10216 15.52884 14.71632  C35 1.102
57 H 24.27194 14.00169 15.73372  C35 1.089
58 H 23.33757 15.37562 17.62806  C36 1.093
59 H 23.66042 16.90057 16.69302  C36 1.088
60 H 25.71372 14.85143 17.65269  C37 1.092
61 H 25.44392 16.45010 18.24269  C37 1.093
62 H 25.93528 17.40975 15.99227  C38 1.097
63 H 26.40094 15.87370 15.43814  C38 1.096
64 H 27.37285 16.67619 16.67873  C38 1.086
65 H 20.27597 15.88556 14.18946  C39 1.092
66 H 21.75434 16.93036 14.29894  C39 1.096
67 H 21.24553 16.83409 16.96020  C40 1.090
68 H 19.69269 16.43330 16.42987  C40 1.097
69 H 20.95161 19.10859 15.96353  C41 1.094
70 H 19.56964 18.53239 16.74295  C41 1.094
71 H 19.89607 18.35728 13.65210  C42 1.090
72 H 18.97323 19.62214 14.48858  C42 1.088
73 H 18.48030 17.96370 14.62914  C42 1.097
74 H 21.28416 14.27865 17.17249  C43 1.098
75 H 22.05018 12.87070 16.63976  C43 1.090
76 H 20.17282 12.53188 14.96741  C44 1.091
77 H 19.33359 13.96685 15.55452  C44 1.094
78 H 18.24890 12.11233 16.54795  C45 1.093
79 H 19.01246 13.06712 17.79753  C45 1.092
80 H 19.37677 10.63677 18.32759  C46 1.087
81 H 20.92621 11.35413 17.89552  C46 1.089
82 H 20.03031 10.40596 16.69303  C46 1.091
83 C 13.30524 11.07338 12.30486  C84 1.547, H100 1.090, H101 1.090, H102 1.092
84 C 13.72162 12.53134 12.61365  C83 1.547, C85 1.516, H103 1.090, H104 1.097
85 C 12.57825 13.48259 12.90942  C84 1.516, C86 1.541, H105 1.095, H106 1.093
86 C 11.73939 13.30601 14.18968  C85 1.541, P87 1.839, H107 1.093, H108 1.092
87 P 12.71989 13.57354 15.72203  C86 1.839, C88 1.886, C92 1.847, C96 1.823
88 C 13.99114 14.88578 15.25316  P87 1.886, C89 1.525, H109 1.090, H110 1.090
89 C 14.87065 15.30205 16.42765  C88 1.525, C90 1.546, H111 1.086, H112 1.091
90 C 16.08916 16.11142 15.92863  C89 1.546, C91 1.532, H113 1.096, H114 1.093
91 C 16.79985 16.80574 17.09443  C90 1.532, H115 1.086, H116 1.089, H117 1.096
92 C 11.83756 14.33882 17.15222  P87 1.847, C93 1.523, H118 1.096, H119 1.092
93 C 11.25059 15.71801 16.88334  C92 1.523, C94 1.552, H120 1.091, H121 1.091
94 C 10.85647 16.42578 18.20706  C93 1.552, C95 1.514, H122 1.089, H123 1.090
95 C 9.54092 15.87217 18.71309  C94 1.514, H124 1.093, H125 1.091, H126 1.093
96 C 13.64134 12.05364 16.12901  P87 1.823, C97 1.538, H127 1.096, H128 1.095
97 C 15.16913 12.08680 16.30334  C96 1.538, C98 1.559, H129 1.090, H130 1.090
98 C 15.77029 10.65432 16.16696  C97 1.559, C99 1.517, H131 1.091, H132 1.092
99 C 16.18141 10.32081 14.74556  C98 1.517, H133 1.089, H134 1.089, H135 1.092
100 H 12.55334 10.65106 12.97153  C83 1.090
101 H 14.24019 10.51294 12.30590  C83 1.090
102 H 12.88520 10.93804 11.30548  C83 1.092
103 H 14.37440 12.88492 11.81488  C84 1.090
104 H 14.38439 12.46238 13.48518  C84 1.097
105 H 11.94281 13.48020 12.01806  C85 1.095
106 H 12.97107 14.50099 12.84753  C85 1.093
107 H 11.22583 12.34378 14.25863  C86 1.093
108 H 10.90592 14.01092 14.15629  C86 1.092
109 H 13.37726 15.70271 14.87295  C88 1.090
110 H 14.60147 14.49554 14.43919  C88 1.090
111 H 15.34221 14.47314 16.94811  C89 1.086
112 H 14.30961 15.92920 17.12166  C89 1.091
113 H 15.78640 16.97708 15.32804  C90 1.096
114 H 16.71947 15.46248 15.31534  C90 1.093
115 H 16.03716 17.34709 17.64665  C91 1.086
116 H 17.62293 17.42192 16.73460  C91 1.089
117 H 17.31708 16.03879 17.68172  C91 1.096
118 H 12.60645 14.47631 17.92043  C92 1.096
119 H 11.16854 13.56417 17.53168  C92 1.092
120 H 10.34731 15.61325 16.27991  C93 1.091
121 H 11.98318 16.36025 16.39176  C93 1.091
122 H 10.70079 17.47141 17.94591  C94 1.089
123 H 11.67304 16.27156 18.91285  C94 1.090
124 H 9.52872 14.82072 19.01158  C95 1.093
125 H 8.69496 15.99690 18.03595  C95 1.091
126 H 9.26351 16.39962 19.62992  C95 1.093
127 H 13.37202 11.40562 15.28711  C96 1.096
128 H 13.06876 11.59546 16.94176  C96 1.095
129 H 15.46605 12.42045 17.29813  C97 1.090
130 H 15.63054 12.78061 15.59996  C97 1.090
131 H 15.02544 10.03221 16.66639  C98 1.091
132 H 16.65619 10.58724 16.80170  C98 1.092
133 H 16.79816 11.10815 14.31551  C99 1.089
134 H 15.28559 10.09470 14.16970  C99 1.089
135 H 16.84758 9.45711 14.79807  C99 1.092
136 C 19.83747 9.46355 4.21567  C137 1.516, H153 1.093, H154 1.090, H155 1.092
137 C 19.87657 10.96100 3.97944  C136 1.516, C138 1.532, H156 1.094, H157 1.093
138 C 19.96934 11.82850 5.23892  C137 1.532, C139 1.548, H158 1.090, H159 1.094
139 C 18.68917 11.79017 6.10927  C138 1.548, P140 1.856, H160 1.091, H161 1.092
140 P 18.77161 12.63555 7.76004  C139 1.856, C141 1.802, C145 1.822, C149 1.790
141 C 19.18268 14.34871 7.38039  P140 1.802, C142 1.543, H162 1.095, H163 1.097
142 C 18.28247 14.98491 6.30078  C141 1.543, C143 1.541, H164 1.092, H165 1.085
143 C 18.96127 16.27451 5.79856  C142 1.541, C144 1.530, H166 1.099, H167 1.093
144 C 18.25689 16.77014 4.53432  C143 1.530, H168 1.088, H169 1.091, H170 1.094
145 C 20.06775 11.90101 8.80916  P140 1.822, C146 1.533, H171 1.097, H172 1.091
146 C 20.28498 10.40405 8.55865  C145 1.533, C147 1.522, H173 1.095, H174 1.092
147 C 20.93408 9.70037 9.74240  C146 1.522, C148 1.538, H175 1.095, H176 1.092
148 C 21.16435 8.21305 9.42464  C147 1.538, H177 1.091, H178 1.090, H179 1.090
149 C 17.19888 12.50609 8.60396  P140 1.790, C150 1.552, H180 1.091, H181 1.094
150 C 16.47876 11.14087 8.44614  C149 1.552, C151 1.510, H182 1.092, H183 1.090
151 C 16.50807 10.27117 9.68070  C150 1.510, C152 1.532, H184 1.096, H185 1.098
152 C 15.89171 8.87601 9.53464  C151 1.532, H186 1.092, H187 1.090, H188 1.091
153 H 18.89498 9.08278 4.61678  C136 1.093
154 H 20.67059 9.08930 4.81016  C136 1.090
155 H 19.87937 8.99683 3.22903  C136 1.092
156 H 19.04442 11.27472 3.34270  C137 1.094
157 H 20.74050 11.15615 3.33978  C137 1.093
158 H 20.27331 12.83813 4.96378  C138 1.090
159 H 20.68001 11.36073 5.92689  C138 1.094
160 H 18.50094 10.75452 6.39480  C139 1.091
161 H 17.82780 12.15310 5.54554  C139 1.092
162 H 20.24448 14.41855 7.12410  C141 1.095
163 H 19.17654 14.88131 8.33981  C141 1.097
164 H 17.38674 15.40705 6.75998  C142 1.092
165 H 18.03638 14.37614 5.43680  C142 1.085
166 H 20.01276 16.16728 5.49888  C143 1.099
167 H 19.01506 17.10016 6.51296  C143 1.093
168 H 18.35628 16.10979 3.67582  C144 1.088
169 H 18.63395 17.76101 4.27860  C144 1.091
170 H 17.19961 16.90805 4.77716  C144 1.094
171 H 19.69280 12.17806 9.80185  C145 1.097
172 H 21.02135 12.36949 8.56335  C145 1.091
173 H 21.03344 10.31194 7.76530  C146 1.095
174 H 19.43525 9.81740 8.20184  C146 1.092
175 H 20.26313 9.76862 10.60452  C147 1.095
176 H 21.86639 10.20712 10.00064  C147 1.092
177 H 21.87296 7.75882 10.11927  C148 1.091
178 H 21.58977 8.09754 8.42734  C148 1.090
179 H 20.26472 7.60888 9.53880  C148 1.090
180 H 16.53221 13.21448 8.10975  C149 1.091
181 H 17.45661 12.77284 9.63322  C149 1.094
182 H 16.95088 10.53782 7.66756  C150 1.092
183 H 15.46950 11.31203 8.07146  C150 1.090
184 H 16.03920 10.73429 10.55694  C151 1.096
185 H 17.53941 10.13883 10.03358  C151 1.098
186 H 16.43110 8.26787 8.80543  C152 1.092
187 H 14.83186 8.97846 9.30391  C152 1.090
188 H 15.98722 8.28008 10.44336  C152 1.091

Summary:
HOMO energy ... -13.71 eV
Charge ... +3
Electronic energy ... -92524.6589 eV
2S+1 ... 1
Frontier orbital gap ... 7.62 eV

Atomic partial charges in e from the Mulliken method, atoms 1 to 5: -1.4229 2.0025 0.5443 -0.4431 -0.0270